Entry 1:
28
Properties=species:S:1:pos:R:3:forces:R:3 method="wB97M-V/def2-TZVPD" energy_ha=-3006.63246 s_squared=6.211 homo_lumo_gap_ev="6.36 / 6.50" total_charge=+2 e_lumo_ev="-9.43 / -9.29" spin_multiplicity=5
I -3.0536 3.0933 -0.7327 -0.07 0.05 0.06
I -0.4777 3.7210 -0.9437 0.14 -0.55 0.17
Mn -0.0605 0.3241 0.3662 -2.00 -1.48 0.25
P -0.4382 -1.1380 -1.5593 -1.66 -1.19 -1.45
C 0.7481 -1.2402 -2.9372 0.34 0.44 0.59
C -0.9013 -2.8677 -1.2612 0.22 0.08 0.72
H -2.6817 -0.3264 -1.4815 -0.02 -0.11 -0.13
H -2.2229 -0.9006 -3.1177 -0.01 0.04 -0.15
H -1.6863 0.7030 -2.5048 0.00 -0.01 -0.22
C -1.9042 -0.3326 -2.2456 0.04 0.21 0.36
H -1.6516 -2.9153 -0.4719 0.02 -0.01 -0.09
H -1.3028 -3.3034 -2.1806 0.10 0.23 -0.06
H 0.3133 -1.7588 -3.7834 -0.30 -0.14 -0.06
H 1.6457 -1.7709 -2.6340 0.13 -0.20 0.05
H -0.0265 -3.4402 -0.9452 -0.05 -0.01 -0.06
H 1.0468 -0.2472 -3.2549 0.00 0.24 -0.18
C 1.6378 0.1075 -0.6394 5.38 2.84 1.16
O 2.7256 0.4725 -0.6295 -3.15 -1.79 -0.91
Cl -1.9249 -0.6526 1.1328 0.72 0.55 -0.34
N 0.6840 2.0825 2.4153 0.49 -0.08 0.66
C 1.1267 2.3192 3.6529 0.05 -0.98 -0.03
C 1.5309 1.0898 4.1995 0.09 0.61 0.59
C 1.2917 0.1475 3.2240 -0.43 0.98 -1.34
N 0.7995 0.7687 2.1010 0.05 -0.01 0.64
H 0.2831 2.7528 1.7684 0.13 -0.04 0.07
H 1.1142 3.3127 4.0382 0.05 0.37 0.33
H 1.9470 0.9132 5.2001 -0.31 0.17 -0.68
H 1.4376 -0.9140 3.2242 0.06 -0.21 0.03

Entry 2:
23
Properties=species:S:1:pos:R:3:forces:R:3 method="wB97M-V/def2-TZVPD" energy_ha=-1150.86361 s_squared=2.007 homo_lumo_gap_ev="6.70 / 8.27" total_charge=+1 e_lumo_ev="-3.40 / -7.00" spin_multiplicity=3
C 0.5392 1.4816 -0.2052 -7.95 2.22 -1.28
C 1.5313 0.5954 -0.0700 4.51 -5.61 1.04
C 1.1555 -0.8681 0.0513 -0.57 0.84 -0.48
C 1.2992 -1.5432 -1.2902 0.68 -2.43 3.12
C 1.4667 -1.5013 1.3142 1.67 -2.31 1.31
C -2.1995 0.5820 -1.4520 3.75 2.24 -2.64
C -1.7871 1.3855 1.4162 2.36 4.34 -0.46
O -0.6395 -0.7318 0.3570 2.15 -0.03 -1.18
P -1.1167 0.6936 -0.0759 2.12 0.27 1.87
Cl 3.0570 1.2134 -0.0599 0.92 -0.29 0.24
H 0.7181 2.4740 -0.3141 0.21 2.83 -0.36
H 2.3094 -1.6421 -1.6270 1.04 0.14 0.36
H 0.8996 -0.8631 -1.8857 -2.19 2.43 -3.50
H 0.8823 -2.5403 -1.3371 -0.48 -0.02 -0.01
H 2.5677 -1.7667 1.5149 -1.58 0.54 -0.60
H 0.8518 -2.3747 1.5081 0.31 -0.81 -0.82
H 1.0698 -0.9602 2.1161 0.10 1.69 1.24
H -3.1592 0.5222 -1.1435 -3.20 -0.38 0.77
H -1.7925 -0.3178 -1.9013 -0.49 -0.28 -0.46
H -2.0299 1.4663 -2.2036 -0.47 -1.60 1.47
H -0.8584 1.5042 2.1364 -1.81 0.23 -1.52
H -2.4140 0.8019 1.9440 -2.42 -2.42 1.37
H -2.3507 2.3891 1.2074 1.34 -1.59 0.53

Entry 3:
24
Properties=species:S:1:pos:R:3:forces:R:3 method="wB97M-V/def2-TZVPD" energy_ha=-2386.12746 s_squared=0.774 homo_lumo_gap_ev="4.20 / 4.01" total_charge=-1 e_lumo_ev="2.89 / 2.88" spin_multiplicity=2
C 1.2406 -1.7951 -1.3916 0.37 -2.74 0.44
C 1.2153 -1.6676 -2.7281 0.55 -0.82 -2.23
C 0.4808 -0.7651 -3.5216 0.19 -0.43 -0.87
C -0.3794 0.2642 -3.0951 -0.77 0.93 -1.98
C -0.6093 0.6733 -1.8333 -0.86 2.00 -1.36
Cu 0.3801 -0.3632 -0.8729 1.05 0.08 5.27
P 1.5927 -0.9555 1.1226 0.04 0.50 -0.43
H 1.8099 -2.5777 -0.8732 0.28 0.19 -0.64
H 1.8226 -2.3868 -3.2975 0.00 0.07 -0.30
H 0.5601 -0.9204 -4.6049 0.01 0.10 0.29
H -1.2936 1.4825 -1.5695 -0.33 -0.22 -0.50
H -0.9130 0.7923 -3.8989 0.04 -0.17 -0.44
H 2.3613 0.0697 1.7507 0.12 -0.38 0.68
H 2.6174 -1.9340 1.0374 -0.16 0.22 0.16
H 0.8930 -1.5202 2.2308 0.39 0.16 0.20
C -0.6199 0.8188 3.1159 0.07 -0.01 0.32
C -1.2570 1.1549 1.7955 0.62 -1.09 -2.38
N -2.2819 2.0388 1.8546 -0.50 0.53 0.33
O -0.9038 0.6668 0.7037 -1.36 1.25 3.78
H -1.1392 1.3111 3.9441 0.11 -0.07 -0.02
H 0.4279 1.1442 3.1152 -0.23 -0.18 -0.05
H -0.6570 -0.2653 3.2713 0.09 0.28 -0.07
H -2.7582 2.3160 1.0083 0.20 -0.18 0.08
H -2.5894 2.4181 2.7365 0.06 -0.05 -0.28

Entry 4:
23
Properties=species:S:1:pos:R:3:forces:R:3 method="wB97M-V/def2-TZVPD" energy_ha=-483.76479 homo_lumo_gap_ev=9.40 e_lumo_ev=0.96 relative_energy_ev=1.895
C 1.3287 -2.4304 1.4256 -2.55 -2.49 1.37
C 0.0240 1.7199 1.4085 -0.35 -0.55 -0.03
C 0.0913 0.6440 -2.1508 0.27 -0.87 3.63
C -1.2785 1.0036 0.9422 2.02 -0.53 -0.45
C -0.4638 -0.3719 -1.1492 -0.04 1.06 -0.74
C 1.6781 -1.4051 0.7187 0.95 -1.46 -0.64
C -0.9630 -0.2160 0.0575 -1.38 0.29 0.75
N 0.8258 -3.4457 1.9380 0.87 0.95 -0.51
N 2.0452 -1.7226 -0.6491 -3.15 0.48 -0.89
F -1.4351 -1.3534 0.6937 0.15 0.09 -0.23
H -0.3525 2.6646 1.6465 -0.33 1.67 1.49
H 0.6390 1.2986 2.2162 -0.48 -0.05 -0.32
H 0.6484 2.0368 0.5941 0.56 -0.69 -0.74
H -0.4369 0.3721 -2.9850 -1.46 0.54 -2.50
H 1.0876 0.2946 -2.3217 0.97 0.35 -0.07
H 0.0290 1.6427 -1.7296 0.01 0.23 -0.72
H -1.7581 1.8276 0.4039 -0.54 -0.68 -0.19
H -1.8773 0.6724 1.8087 0.20 0.22 -0.58
H -0.5114 -1.3118 -1.6586 -0.08 -0.88 0.53
H -0.1910 -3.5260 1.8278 0.26 0.32 0.12
H 2.0505 -0.6038 1.2752 0.35 1.79 0.00
H 2.9015 -2.1655 -0.6080 2.14 -1.21 -0.35
H 1.3269 -2.3939 -1.0849 1.60 1.43 1.07

Entry 5:
25
Properties=species:S:1:pos:R:3:forces:R:3 method="wB97M-V/def2-TZVPD" energy_ha=-832.09848 homo_lumo_gap_ev="6.61 / 6.61" e_lumo_ev="0.58 / 0.58" relative_energy_ev=2.677
C -0.6234 -0.3465 -0.6276 -2.38 -0.49 -0.01
C 0.5835 1.5413 -1.2171 0.46 0.06 -0.92
C -2.0078 -0.0493 -1.2524 2.79 -0.33 2.90
C -0.6134 -2.9672 2.6902 -2.73 2.80 0.57
C 1.7500 3.2019 -2.4733 -0.71 3.56 0.66
C -0.0176 -1.5977 2.7552 1.07 1.99 -0.58
C 0.4477 -1.1225 1.3863 -0.37 -0.42 1.40
N 1.2649 1.9046 -2.3507 -0.56 -0.73 0.94
N -0.5777 -0.8794 0.5952 -0.77 0.57 -1.49
O 0.4841 0.1504 -1.2274 0.28 0.90 0.06
O 0.1588 2.3094 -0.3830 0.22 -1.06 -0.50
I 2.4188 -1.0826 0.7889 -0.05 -0.20 0.25
H -1.9149 0.8144 -1.8461 -0.27 0.94 -0.90
H -2.5233 0.1627 -0.3296 -1.26 0.27 -0.19
H -2.3347 -0.9173 -1.7213 -1.10 -1.14 -1.22
H -0.0271 -3.6067 2.1845 1.89 -2.02 -2.55
H -0.6223 -3.3958 3.6313 -0.78 -0.72 2.24
H -1.6431 -2.8389 2.2839 0.60 -0.87 0.20
H 1.0141 3.9939 -2.8023 0.49 -1.07 -0.62
H 1.9623 3.6732 -1.5227 0.20 -0.55 0.79
H 2.6835 3.2819 -2.9758 0.51 -0.18 -0.96
H -0.6579 -0.7556 3.1543 0.13 -1.23 -0.11
H 0.8503 -1.5529 3.3749 0.61 -0.25 0.68
H 1.4764 1.2773 -3.0987 -0.17 -0.65 0.25
H -1.5312 -1.1983 0.9832 1.90 0.82 -0.89

Entry 6:
29
Properties=species:S:1:pos:R:3:forces:R:3 method="wB97M-V/def2-TZVPD" energy_ha=-1092.11378 homo_lumo_gap_ev=8.91 e_lumo_ev=0.33
N 1.4000 -3.9914 -0.6123 5.39 2.98 -0.90
C 2.4105 -3.3237 -0.7203 -2.82 0.77 1.81
O 3.3108 -2.2191 -0.5941 -2.42 -3.84 -1.00
C 2.6465 -1.0268 -1.1869 -1.36 0.86 -0.07
N 3.6911 -0.0951 -1.6705 -0.47 -2.13 0.16
C 1.7165 -0.3995 -0.0019 1.55 0.77 -0.18
O 0.4299 0.0118 -0.5058 0.59 -1.50 1.59
C -0.6619 -0.7831 0.0110 -2.30 -0.68 -0.45
C -1.5312 -1.3084 -1.2740 1.09 0.64 0.28
C -1.4107 -0.1290 -2.3772 1.74 -1.59 -3.95
O -0.8981 -0.2862 -3.5178 -2.24 0.40 5.21
I -2.1144 1.9178 -1.9278 0.22 -0.99 -0.53
H 1.9690 -1.4299 -2.0316 1.11 1.10 1.20
H 4.4773 -0.1649 -0.9944 -0.64 0.30 -0.58
H 4.0412 -0.4989 -2.5665 -0.21 0.57 0.95
H 1.6893 -1.1314 0.8751 -0.33 0.82 -1.33
H 2.2750 0.5397 0.3880 -0.94 -1.41 -0.71
H -0.3559 -1.7051 0.6124 -0.02 1.28 -0.91
H -1.4089 -0.1803 0.6512 1.61 -0.51 -0.98
H -1.0366 -2.2671 -1.6787 -0.82 1.65 0.25
H -2.6086 -1.5306 -0.9679 1.44 0.56 -0.53
C -2.3425 2.2383 2.0719 -0.10 -0.18 -0.26
O -2.5504 1.6222 1.0365 -0.10 0.01 0.72
N -1.2849 3.0713 2.2252 0.69 0.35 -0.23
N -3.1509 2.1421 3.1558 -0.62 -0.25 0.45
H -1.0956 3.5864 3.0657 -0.05 -0.06 -0.08
H -0.6603 3.1693 1.4402 -0.12 -0.02 0.13
H -3.9489 1.5320 3.0804 0.16 0.14 0.02
H -2.9973 2.6395 4.0142 -0.01 -0.03 -0.10

Entry 7:
23
Properties=species:S:1:pos:R:3:forces:R:3 method="wB97M-V/def2-TZVPD" energy_ha=-701.80663 homo_lumo_gap_ev=9.07 total_charge=+1 e_lumo_ev=-3.94 relative_energy_ev=4.087
C 1.8134 1.2346 1.4740 -0.63 2.54 -0.45
C 0.7340 1.1756 0.6367 2.11 1.53 0.60
C -1.8617 2.6742 -0.0718 2.12 -2.86 -1.68
C 0.6020 -1.6810 -0.7134 2.11 -0.63 -0.49
C 0.0943 -1.2777 0.6164 1.54 2.22 1.46
C -0.3883 0.1982 0.7197 0.42 -0.65 2.17
C -1.5777 0.5529 -0.1690 -0.20 2.60 3.24
N -1.1926 0.5432 -1.5379 -0.51 -1.51 -2.98
O -1.4052 3.1067 -1.0787 -0.70 0.13 0.67
I -3.3922 -0.4127 0.3513 0.37 0.08 -0.37
H 2.4103 2.2699 1.5624 -1.17 -2.76 -0.56
H 2.0102 0.5180 2.2810 -0.03 0.11 -0.54
H 0.5515 2.0632 0.0204 0.44 -0.27 0.06
H -2.0746 3.2457 0.8242 -0.68 -0.10 0.49
H -0.2177 -1.7450 -1.3825 -0.81 -0.93 -0.97
H 1.0893 -2.6737 -0.6130 -0.48 0.47 -0.48
H 1.3778 -1.0219 -1.2044 -0.66 -0.36 0.88
H -0.7028 -1.8731 0.9762 -0.65 -1.02 0.25
H 0.9259 -1.2786 1.3852 -0.90 -0.48 -0.87
H -0.5061 0.2950 1.8494 -1.50 -0.17 -1.49
H -0.4937 -0.2788 -1.8218 -1.57 2.13 0.86
H -0.7362 1.5084 -1.7225 -1.05 -1.04 -0.39
H -2.1321 0.3535 -2.0817 2.44 0.96 0.57

Entry 8:
26
Properties=species:S:1:pos:R:3:forces:R:3 method="wB97M-V/def2-TZVPD" energy_ha=-6776.69203 s_squared=1.032 homo_lumo_gap_ev="8.13 / 7.79" total_charge=+1 e_lumo_ev="-4.06 / -4.30" relative_energy_ev=0.742 spin_multiplicity=2
Mn -0.3389 0.7091 0.3868 0.76 -0.80 -0.06
C 3.2242 0.1750 -0.2728 0.09 -0.09 -0.15
Se 1.6573 -0.9121 0.0937 -0.13 0.49 0.05
C 2.1321 -1.2643 1.9529 0.10 -0.09 0.08
C 2.0875 -0.0277 2.8225 0.11 -0.06 0.03
Se 0.2882 0.6833 2.8147 -0.29 0.40 -0.02
C 0.6678 2.4348 3.5584 0.01 0.03 -0.02
H 4.1096 -0.3975 -0.0062 -0.02 -0.03 -0.01
H 3.1888 1.1116 0.2738 -0.01 0.00 0.02
H 3.2353 0.3747 -1.3406 0.02 0.01 0.00
H 3.1386 -1.6817 1.9361 -0.01 -0.04 -0.03
H 1.4563 -2.0431 2.3055 -0.04 0.04 0.02
H 2.7750 0.7432 2.4793 -0.01 0.00 -0.03
H 2.3312 -0.2699 3.8566 0.02 -0.05 -0.01
H 1.0757 2.3073 4.5570 0.00 0.00 0.00
H -0.2759 2.9703 3.6147 0.00 0.00 -0.01
H 1.3637 2.9654 2.9151 0.00 0.01 0.00
S 1.3986 2.9652 -1.4537 0.00 0.16 -0.08
C 0.6488 1.9833 -0.5706 -0.30 -0.18 0.37
C -1.7583 -2.7557 -0.7890 -0.08 0.08 0.02
O -2.4691 -1.5740 -0.3363 0.11 -0.05 -0.02
C -1.7323 -0.5617 -0.0286 -0.40 0.21 -0.14
O -2.2388 0.5048 0.3976 0.06 0.01 0.00
H -2.5118 -3.4009 -1.2249 0.00 -0.01 -0.01
H -1.2949 -3.2415 0.0664 0.01 -0.02 -0.01
H -1.0159 -2.4763 -1.5319 0.01 -0.02 -0.01